2 unconnected molecules or ions with the total composition C3H9NO at a distorted geometry, computed with ωB97M-V with the def2-TZVPD basis set.

```
14
Properties=species:S:1:pos:R:3:forces:R:3
H 1.17875 0.17435 0.99285 0.050 0.229 0.128
H 0.33482 2.29018 -0.86885 -0.091 0.392 0.103
C 0.16396 -0.35811 -0.72791 -0.234 -0.192 0.683
H -0.58418 0.08262 -1.37757 -0.142 0.202 0.001
H 1.52697 3.78141 0.85358 -0.106 0.005 -0.199
H 2.07539 2.27585 1.71523 -0.436 -0.157 0.139
H 0.90601 -0.84903 -1.37318 0.183 0.255 0.236
H -2.30897 -3.60558 0.62934 -0.528 -0.467 -0.035
H -0.33168 -1.11729 -0.11503 -0.074 -0.255 -0.578
H -3.00098 -4.20401 -0.70173 -0.125 -0.123 0.668
N 0.63553 0.59771 0.26035 0.175 -0.085 -0.873
O -2.34088 -3.61736 -0.32821 0.663 0.602 -0.626
C 0.81756 1.95488 0.03866 0.020 -1.094 0.927
C 1.43810 2.70955 0.94994 0.644 0.689 -0.573
```
Positions in Å, forces in eV/Å.

Summary:
energy above the lowest of the compared OMol25 structures with the same formula, charge and spin	39.37	kcal/mol
SMILES string	C=CNC.O
E_LUMO	0.828	eV
net charge	0
HOMO	-7.64	eV
gap between HOMO and LUMO	8.470	eV


A single C3H9NO molecule at a distorted geometry, computed with ωB97M-V with the def2-TZVPD basis set.

```
14
Properties=species:S:1:pos:R:3:forces:R:3
N 0.88157 -0.34152 0.48623 -1.712 -0.615 1.302
H -0.30775 -1.97398 1.31214 -0.790 -0.154 -0.569
C 0.04502 1.10542 -1.23986 -0.336 4.144 3.063
H 1.25968 -1.96990 1.93900 -0.268 1.299 -0.239
C -0.36006 0.11608 -0.19169 0.253 -0.862 -0.715
H 0.03774 -0.63438 2.43079 0.774 -0.979 -0.963
O -0.91194 2.03463 -1.80284 -0.401 -1.440 0.347
H -1.74349 1.63819 -1.54394 -0.703 0.340 -0.321
C 0.45882 -1.26643 1.57555 0.483 0.648 1.554
H 0.65358 1.81539 -0.64456 0.611 -0.599 -0.685
H 0.56579 0.65995 -1.99053 1.639 -1.297 -2.164
H -0.85086 -0.69320 -0.71293 -0.315 -0.857 -0.067
H 1.37077 -0.93354 -0.14154 0.664 -0.291 -0.956
H -1.09886 0.44330 0.52419 0.102 0.664 0.414
```
Positions in Å, forces in eV/Å.

Summary:
energy above the lowest of the compared OMol25 structures with the same formula, charge and spin	44.23	kcal/mol
SMILES string	CNCCO
E_LUMO	0.918	eV
net charge	0
HOMO	-9.55	eV
gap between HOMO and LUMO	10.469	eV


A single C3H9NO molecule at a distorted geometry, computed with ωB97M-V with the def2-TZVPD basis set.

```
14
Properties=species:S:1:pos:R:3:forces:R:3
H 0.46683 -1.98241 -0.51835 0.073 -0.157 0.016
N -0.96291 -0.95135 0.47084 -0.238 -0.706 0.503
H 1.80289 1.87328 0.39932 0.301 0.211 0.819
C 0.04410 0.02925 0.77598 -0.338 0.868 -1.351
H -0.38432 0.98846 -1.18768 -0.084 0.262 -0.129
H -0.87450 -2.99726 -0.22133 -0.576 0.149 0.122
C 0.06645 1.25033 -0.24087 1.427 -0.046 2.680
H -0.85575 -1.79630 -1.56041 -0.542 0.126 0.287
H -1.90229 -0.59910 0.43122 -0.089 0.065 -0.052
H -0.08599 0.45484 1.77566 -0.091 -0.252 0.046
O 1.42356 1.66990 -0.44122 -0.279 -0.423 -1.593
C -0.62666 -1.97146 -0.49665 1.416 0.167 -0.432
H -0.35702 2.08839 0.34032 -0.913 -0.226 -0.956
H 1.02792 -0.44242 0.73026 -0.069 -0.038 0.041
```
Positions in Å, forces in eV/Å.

Summary:
energy above the lowest of the compared OMol25 structures with the same formula, charge and spin	39.68	kcal/mol
SMILES string	CNCCO
E_LUMO	1.035	eV
net charge	0
HOMO	-8.39	eV
gap between HOMO and LUMO	9.420	eV


2 unconnected molecules or ions with the total composition C3H9NO at a distorted geometry, computed with ωB97M-V with the def2-TZVPD basis set.

```
14
Properties=species:S:1:pos:R:3:forces:R:3
O 2.99184 -0.30076 -0.47081 -2.387 0.864 0.828
C 1.26330 0.97820 -1.03402 -1.594 4.507 -6.204
H 0.21512 1.00663 -1.31874 -0.273 0.050 0.971
H -2.45431 0.72099 1.20963 -1.984 1.232 -0.080
H 3.02862 -1.10960 0.03676 1.105 -0.931 0.751
C -1.77597 -0.79229 0.24220 -0.337 0.051 -2.640
H 1.81355 1.59051 -1.84009 -0.189 -1.263 1.405
N -2.00844 -0.10226 1.50275 3.507 0.519 0.072
H 1.31121 0.17207 0.83461 0.266 -1.116 0.432
H -0.83070 -0.45208 -0.21336 -0.023 -0.400 -0.022
H -1.06870 0.42096 1.55646 -1.388 -1.282 1.259
C 1.80660 0.23115 -0.12488 3.187 -2.043 1.757
H -2.51939 -0.48408 -0.52267 0.146 -0.184 0.432
H -1.77273 -1.87944 0.14215 -0.036 -0.003 1.038
```
Positions in Å, forces in eV/Å.

Summary:
energy above the lowest of the compared OMol25 structures with the same formula, charge and spin	87.82	kcal/mol
⟨S²⟩	0.756
E_LUMO (spin up / spin down)	-5.778 / -8.942	eV
net charge	+1
2S+1	2
HOMO (spin up / spin down)	-13.61 / -13.58	eV
gap between HOMO and LUMO (spin up / spin down)	7.836 / 4.642	eV


2 unconnected molecules or ions with the total composition C3H9NO2 at a distorted geometry, computed with ωB97M-V with the def2-TZVPD basis set.

```
15
Properties=species:S:1:pos:R:3:forces:R:3
C -2.30400 -1.32607 0.58414 0.323 -0.020 -0.033
N -1.70262 -1.91385 -0.57682 0.114 -0.454 -0.583
H -3.23877 -0.86728 0.25501 -0.067 0.167 0.155
H 3.42103 2.38286 -1.74005 -0.124 0.347 0.060
H -3.01929 -3.02294 1.12677 0.231 0.143 0.134
H -1.82489 -1.37111 -1.42034 -0.086 0.121 0.110
H 2.95661 1.19382 1.16422 0.049 0.199 -0.059
H 1.21878 3.02097 -0.10018 0.218 -0.089 0.748
C 2.01762 2.27217 0.00139 -0.187 0.697 -1.229
O -2.52318 -2.31612 1.56783 -0.429 -0.244 -0.034
H -1.65802 -0.59858 1.06797 -0.093 0.260 0.126
H -0.71215 -2.08165 -0.46718 0.056 0.065 0.139
C 2.77928 1.76822 -1.11008 0.106 -0.819 0.595
H 2.29682 0.96706 -1.67140 0.039 -0.186 -0.246
O 2.29278 1.89250 1.31872 -0.150 -0.186 0.117
```
Positions in Å, forces in eV/Å.

Summary:
energy above the lowest of the compared OMol25 structures with the same formula, charge and spin	66.44	kcal/mol
⟨S²⟩	0.754
E_LUMO (spin up / spin down)	3.158 / 3.147	eV
net charge	-1
2S+1	2
HOMO (spin up / spin down)	-0.82 / -1.08	eV
gap between HOMO and LUMO (spin up / spin down)	3.976 / 4.230	eV


2 unconnected molecules or ions with the total composition C3H9NO2 at a distorted geometry, computed with ωB97M-V with the def2-TZVPD basis set.

```
15
Properties=species:S:1:pos:R:3:forces:R:3
H 0.86015 0.52774 2.07098 -0.110 -0.727 -1.562
C -0.32406 -0.19017 0.10068 -1.076 0.765 0.791
O 2.05080 0.15067 0.42623 -0.428 -0.135 1.021
H -0.85023 1.71880 -0.45636 -0.055 1.063 -0.879
H -1.91836 -1.43712 0.13862 -2.055 -1.719 -1.724
O 2.28023 0.29298 -2.28728 1.716 -5.008 -2.960
H -1.86517 -0.60853 1.64989 0.502 0.114 -0.640
C -1.28192 -1.15080 0.87700 2.567 0.765 2.215
H 0.06324 -0.52606 -0.95975 -0.815 0.320 2.171
H -0.78916 -1.93733 1.46385 -0.115 -0.297 -0.814
C 0.96693 0.16421 0.96545 -0.893 0.756 -0.659
N -1.28269 0.99068 0.04802 2.344 -0.642 0.675
H -2.22683 0.79978 -0.23924 0.101 -0.309 -0.281
H 2.00414 1.11655 -2.39770 -1.784 5.535 -0.572
H 2.31294 0.08859 -1.40039 0.100 -0.482 3.218
```
Positions in Å, forces in eV/Å.

Summary:
energy above the lowest of the compared OMol25 structures with the same formula, charge and spin	58.67	kcal/mol
SMILES string	C[C@@H](N)C=O.O
E_LUMO	0.686	eV
net charge	0
HOMO	-9.78	eV
gap between HOMO and LUMO	10.466	eV


2 unconnected molecules or ions with the total composition C3H9NO2 at a distorted geometry, computed with ωB97M-V with the def2-TZVPD basis set.

```
15
Properties=species:S:1:pos:R:3:forces:R:3
C -1.95126 -0.07920 0.28206 0.124 -0.099 0.234
O 1.67400 -0.77847 0.06648 -1.377 -0.070 -1.166
H 2.42319 0.14749 1.65527 0.121 -0.234 0.000
N 2.76121 -0.46050 0.90885 -0.631 -0.208 0.406
H 3.09486 -1.33411 1.31569 -0.156 0.182 0.161
H 0.64184 0.46372 -2.03178 -0.017 -0.033 0.074
O 0.04489 1.88887 -0.74519 -0.192 -0.386 -0.159
H -0.61869 2.03289 -0.05395 0.131 -0.083 -0.057
H -2.26026 -0.98000 0.81506 0.033 0.111 0.049
H -1.72330 0.67646 1.03962 -0.035 -0.050 0.051
H 0.46817 -0.85098 0.13380 2.623 0.492 0.809
H -2.81715 0.26526 -0.29188 0.083 0.022 0.023
H -0.93565 -1.23565 -1.27847 0.334 -0.036 0.161
C -0.77195 -0.38749 -0.61420 -0.588 1.078 -1.431
C -0.02991 0.63171 -1.20135 -0.454 -0.687 0.846
```
Positions in Å, forces in eV/Å.

Summary:
energy above the lowest of the compared OMol25 structures with the same formula, charge and spin	120.51	kcal/mol
SMILES string	C/C=C\O.NO
E_LUMO (spin up / spin down)	0.524 / 0.524	eV
net charge	0
HOMO (spin up / spin down)	-7.96 / -7.96	eV
gap between HOMO and LUMO (spin up / spin down)	8.481 / 8.480	eV


A single C3H9NO2 molecule at a distorted geometry, computed with ωB97M-V with the def2-TZVPD basis set.

```
15
Properties=species:S:1:pos:R:3:forces:R:3
H -0.09842 2.55895 -1.83180 0.163 0.044 -0.155
C 0.76675 -0.65461 -0.05296 -0.749 0.630 0.349
O -0.88300 2.36065 -1.31514 -0.379 0.007 0.455
H 0.36364 -0.38598 2.07040 -0.005 0.542 -0.004
O 0.43595 -2.35449 1.54503 -0.560 0.201 0.101
H -1.04091 -0.93659 1.12989 -0.162 0.027 -0.011
C 0.04003 -1.00247 1.23700 0.332 -1.009 -0.065
C -0.80235 0.99200 -0.99864 0.551 -0.144 -0.450
H 1.79536 -0.75586 0.15018 1.407 -0.173 0.221
H -1.00381 0.41299 -1.90664 0.043 -0.320 0.179
H 0.54893 -1.39640 -0.80860 -0.344 -0.046 -0.339
H -1.54862 0.74899 -0.24068 -0.293 0.338 -0.082
H 0.69041 1.35999 0.23208 0.309 -0.028 0.090
N 0.55515 0.70817 -0.53382 -0.563 0.009 -0.139
H -0.15035 -2.66087 2.24900 0.251 -0.077 -0.152
```
Positions in Å, forces in eV/Å.

Summary:
energy above the lowest of the compared OMol25 structures with the same formula, charge and spin	40.28	kcal/mol
SMILES string	OCCNCO
E_LUMO	0.866	eV
net charge	0
HOMO	-9.35	eV
gap between HOMO and LUMO	10.216	eV